Computed, not measured: C36H41N7O4S4W as an isolated structure, with ωB97M-V with the def2-TZVPD basis set.

Positions of all 93 atoms, in Å:
W  1.13580  0.27347  -0.15808
O  3.56310  6.30245  3.00982
N  2.51882  5.97919  3.53745
O  1.97212  6.54925  4.44912
C  1.83392  4.79223  2.97722
C  0.49043  4.79499  3.02024
C  -0.24304  3.71484  2.43655
C  -1.64171  3.60829  2.50137
C  -2.24188  2.49851  1.96507
C  -1.45984  1.54274  1.31334
N  -0.14313  1.64830  1.19121
C  0.46026  2.70075  1.78532
C  1.88528  2.68683  1.78678
N  2.46338  1.59753  1.21301
C  3.78258  1.49333  1.31960
C  4.57373  2.45277  1.95227
C  4.00270  3.57821  2.48066
C  2.60275  3.71535  2.40790
H  -0.02928  5.61356  3.49997
H  -2.22242  4.38053  2.98991
H  -3.31150  2.35323  2.01801
H  -1.92699  0.66929  0.88487
H  4.24578  0.61826  0.89759
H  5.64064  2.29062  2.00641
H  4.60736  4.33787  2.95076
C  -4.07913  -2.27276  -1.26635
C  -4.22793  -0.92873  -1.58293
C  -3.14598  -0.06658  -1.53994
C  -1.87653  -0.53773  -1.18002
C  -1.73575  -1.88479  -0.85468
C  -2.82908  -2.73944  -0.89926
N  -0.76831  0.39941  -1.12928
N  -1.11102  1.54994  -1.65171
C  -0.14596  2.47308  -1.67319
C  -0.42599  3.73588  -2.23895
C  0.55566  4.67918  -2.29119
C  1.82917  4.35545  -1.78287
C  2.05486  3.12002  -1.25528
N  1.08648  2.15493  -1.17712
H  -4.92687  -2.94309  -1.30745
H  -5.19701  -0.54247  -1.86940
H  -3.28133  0.97246  -1.79288
H  -0.77684  -2.29310  -0.59860
H  -2.68833  -3.78432  -0.65225
H  -1.42487  3.90482  -2.61410
H  0.36692  5.65376  -2.71973
H  2.64122  5.06770  -1.81074
H  3.03047  2.84979  -0.88408
S  5.17963  -1.84341  -1.26689
C  3.86201  -1.05069  -0.81011
S  2.83076  -1.38392  0.55700
S  3.17827  0.37633  -1.55948
O  0.94927  -1.41638  -1.42869
C  0.80578  -1.56552  -2.68743
C  0.64860  -2.96355  -3.20116
C  -0.64299  -3.21809  -3.99552
C  -0.61613  -2.70798  -5.43140
C  -0.49803  -1.19425  -5.55862
C  0.79329  -0.62791  -4.98716
N  0.81075  -0.54991  -3.51755
H  0.70892  -3.61760  -2.33348
H  1.51948  -3.18434  -3.82916
H  -1.49355  -2.78739  -3.46055
H  -0.79985  -4.29720  -4.00817
H  -1.52616  -3.03557  -5.93561
H  0.21588  -3.17827  -5.96547
H  -1.34767  -0.69907  -5.07837
H  -0.53074  -0.92209  -6.61486
H  0.94337  0.39274  -5.33297
H  1.65656  -1.21009  -5.31897
H  1.00191  0.35402  -3.11085
C  -3.57332  -1.31508  2.55608
C  -2.67416  -2.00124  3.57624
C  -1.22703  -1.52858  3.48620
S  -0.41474  -2.17070  1.99612
O  0.24287  -0.90036  1.40355
C  0.91799  -3.11371  2.75411
C  0.37069  -4.33147  3.49850
C  -0.31249  -5.34875  2.59022
H  -4.59085  -1.69878  2.60902
H  -3.21883  -1.47229  1.53311
H  -3.61583  -0.23988  2.74693
H  -2.71657  -3.08701  3.45591
H  -3.02653  -1.79740  4.58875
H  -0.62804  -1.82410  4.34682
H  -1.15929  -0.44456  3.37624
H  1.47296  -2.42751  3.39692
H  1.55558  -3.41795  1.92382
H  -0.30124  -4.02018  4.30225
H  1.22628  -4.79409  3.99285
H  -1.21705  -4.94894  2.12653
H  -0.60126  -6.23120  3.15812
H  0.35873  -5.67185  1.79281

Properties
E_HOMO (spin up / spin down), eV: -12.75 / -12.76
Energy relative to the best compared isomer or geometry (same formula, charge and spin), kJ/mol: 0.0
Gap between HOMO and LUMO (spin up / spin down), hartree: 0.212 / 0.212
Charge: +2

---

Computed, not measured: a 2-piece molecular cluster, CH6N2S overall in a non-equilibrium geometry, with ωB97M-V with the def2-TZVPD basis set.

Positions of all 10 atoms, in Å:
S  -2.49217  -3.81927  -0.17261
H  -3.16921  -3.11350  -1.00382
N  1.20567  2.85064  -0.12048
C  1.25546  1.60674  0.18490
N  0.17358  0.75111  0.58356
H  -1.22264  -3.28946  -0.56256
H  2.02810  3.08733  -0.62688
H  2.12546  0.93482  -0.07817
H  0.58527  -0.20674  0.70667
H  -0.48954  1.19833  1.08937

Properties
E_HOMO, eV: -9.61
Energy relative to the best compared isomer or geometry (same formula, charge and spin), kJ/mol: 87.1
Structure (SMILES): [H]/N=C/N.S
Gap between HOMO and LUMO, hartree: 0.372

---

Computed, not measured: a 2-piece molecular cluster, C5H10O2 overall in a non-equilibrium geometry, with ωB97M-V with the def2-TZVPD basis set.

Positions of all 17 atoms, in Å:
C  -3.18606  0.37662  0.09516
C  -2.14294  1.05159  0.53956
C  0.89383  -0.42121  -1.37139
C  2.04681  -1.25274  0.81591
C  1.56443  -0.14008  -0.01610
O  1.30816  2.07931  -0.41611
O  1.69111  1.08220  0.40583
H  -3.91708  0.17856  0.91796
H  -3.46049  -0.00487  -0.81622
H  -2.06246  1.60923  1.55747
H  0.39676  -1.43524  -1.22456
H  0.09387  0.41441  -1.28671
H  1.66326  -0.17895  -2.05399
H  2.51081  -0.77066  1.68451
H  2.87306  -1.91261  0.46011
H  1.12120  -1.80870  0.92665
H  -1.39427  1.13314  -0.21806

Properties
E_HOMO (spin up / spin down), eV: -8.82 / -8.82
Energy relative to the best compared isomer or geometry (same formula, charge and spin), kJ/mol: 704.1
Gap between HOMO and LUMO (spin up / spin down), hartree: 0.338 / 0.338